ORCA calculation (wB97M-V/def2-TZVPD) on a 10-piece molecular cluster, C60H150N10 overall.

Results
**Energy above the lowest of the compared OMol25 structures with the same formula, charge and spin**: 4.545 eV
**Kohn-Sham gap**: 8.449 eV
**E**: -2923.30404 Ha
**SMILES**: CCN(CC)CC.CCN(CC)CC.CCN(CC)CC.CCN(CC)CC.CCN(CC)CC.CCN(CC)CC.CCN(CC)CC.CCN(CC)CC.CCN(CC)CC.CCN(CC)CC
**Net charge**: 0
**2S+1**: 1

The geometry in XYZ format:
```
220
Properties=species:S:1:pos:R:3:mulliken_charge:R:1
C -1.24990 8.59532 -3.35648 -1.505
C -1.01330 7.34433 -2.52796 -0.249
N 0.39168 6.92312 -2.41390 0.029
C 0.42881 5.74094 -1.48846 -0.623
C 1.83571 5.16908 -1.20061 -1.269
C 1.01625 6.78036 -3.68685 -0.828
C 0.47597 5.67418 -4.61091 -0.648
H -0.67038 9.44172 -2.98991 0.321
H -2.27853 8.89950 -3.24567 0.478
H -1.09647 8.43866 -4.43441 0.310
H -1.39076 7.48180 -1.52280 0.461
H -1.60065 6.50145 -2.90493 0.269
H 0.06919 6.00791 -0.51766 0.520
H -0.20867 4.92074 -1.89249 0.318
H 1.74358 4.38803 -0.41321 0.080
H 2.30630 4.73338 -2.11402 0.290
H 2.55713 5.94654 -0.89014 0.624
H 2.08465 6.63622 -3.64324 0.377
H 0.97275 7.69871 -4.32144 0.426
H 1.13203 5.68636 -5.54466 0.409
H -0.57981 5.76884 -4.83337 0.214
H 0.51366 4.68039 -4.12917 -0.005
C 7.94622 0.87863 0.81933 -0.689
C 7.85197 2.12589 -0.03842 -0.681
N 6.52212 2.71831 -0.08707 0.974
C 6.49236 3.65607 -1.19540 -0.776
C 6.43477 2.94030 -2.50407 -1.129
C 6.08194 3.31912 1.15106 -0.974
C 4.51884 3.43514 1.16193 -0.121
H 8.94859 0.47550 1.05198 0.451
H 7.40755 0.05253 0.32109 -0.100
H 7.48089 1.00128 1.87767 0.148
H 8.59141 2.84915 0.40607 0.313
H 8.10724 1.91215 -1.06147 0.279
H 5.62654 4.33903 -1.14259 0.327
H 7.22466 4.42240 -1.19592 0.422
H 7.23494 2.24648 -2.62850 0.433
H 5.48687 2.51449 -2.65073 0.080
H 6.54525 3.80707 -3.25459 0.343
H 6.52372 4.33221 1.27888 0.291
H 6.44615 2.71630 2.01976 0.372
H 4.12360 2.41038 1.14703 -0.169
H 4.09021 3.95150 0.27654 -0.174
H 4.28552 3.96435 2.12767 0.425
C -2.72320 2.57008 5.07146 -1.378
C -2.95195 3.68378 4.01801 -0.533
N -1.99872 3.71218 2.95123 1.248
C -2.28715 4.79317 1.97917 -0.493
C -3.64831 4.59521 1.27119 -1.445
C -0.62354 3.57500 3.41425 1.038
C -0.00708 4.78966 4.08232 -1.703
H -3.68909 2.34011 5.55170 0.404
H -2.04494 2.92268 5.88269 0.345
H -2.41923 1.65157 4.62355 0.248
H -3.93393 3.56579 3.55450 0.444
H -2.96952 4.58979 4.61249 0.179
H -2.25621 5.77758 2.46992 0.543
H -1.55072 4.79323 1.21973 0.086
H -3.66846 3.81033 0.57196 0.296
H -4.51017 4.48839 1.91167 0.450
H -3.81184 5.55387 0.69338 0.346
H 0.00228 3.32610 2.46657 -0.314
H -0.65908 2.79429 4.16424 -0.590
H -0.05244 5.73244 3.46420 0.290
H 1.03442 4.60425 4.27458 0.459
H -0.49952 5.16945 5.02069 0.286
C 1.10068 -3.34741 4.51658 -0.790
C 2.37475 -2.50493 4.20757 0.095
N 2.00107 -1.06071 4.08616 1.376
C 1.64633 -0.54719 5.38241 -1.095
C 0.90727 0.76327 5.16845 -0.550
C 2.94263 -0.37564 3.26528 0.080
C 4.45688 -0.61947 3.56261 -1.305
H 0.93497 -3.55432 5.56828 0.449
H 1.18114 -4.30541 3.97789 0.376
H 0.17575 -2.84540 4.23934 -0.200
H 3.06944 -2.53598 5.05980 0.512
H 2.88596 -2.77920 3.24712 -0.675
H 2.64851 -0.54164 5.92402 0.397
H 0.97829 -1.28018 5.73614 0.461
H 1.52588 1.47767 4.56941 0.052
H 0.60551 1.25319 6.10523 0.574
H 0.03874 0.53690 4.52782 -0.010
H 2.82121 -0.71271 2.24497 -0.571
H 2.77845 0.70180 3.20867 0.249
H 4.80412 -0.41666 4.56814 0.364
H 4.73772 -1.63237 3.27804 0.349
H 4.97519 0.05838 2.89488 0.102
C 0.67920 -2.14200 -4.47140 -1.445
C -0.00051 -2.39465 -3.16260 0.854
N -1.40332 -2.78926 -3.41255 0.555
C -2.47637 -1.85324 -3.15952 -1.137
C -2.67005 -1.48978 -1.63662 1.240
C -1.65833 -4.23018 -2.99472 -0.003
C -2.96994 -4.69303 -3.58415 -1.495
H 0.09997 -1.37667 -5.02040 0.196
H 0.71291 -3.06509 -4.99783 0.455
H 1.65509 -1.72946 -4.25935 0.337
H 0.51821 -3.08558 -2.44990 0.244
H -0.00896 -1.49215 -2.51475 -0.935
H -2.27254 -0.91676 -3.69573 -0.636
H -3.42140 -2.31391 -3.52097 0.482
H -3.54099 -0.76307 -1.62125 -0.067
H -2.96853 -2.37822 -1.07681 0.031
H -1.78577 -0.94934 -1.23350 -0.558
H -1.66096 -4.27218 -1.85557 0.038
H -0.88488 -4.91754 -3.36771 0.485
H -3.24222 -5.71112 -3.48274 0.475
H -3.02423 -4.53301 -4.68121 0.307
H -3.81558 -4.15305 -3.09081 0.289
C 3.20365 -4.02338 0.64653 -0.984
C 3.31519 -3.57636 -0.78061 0.708
N 4.72444 -3.26853 -1.28407 0.102
C 5.26827 -2.00598 -0.73959 -1.117
C 4.65773 -0.68143 -1.07336 0.636
C 4.79653 -3.29607 -2.76110 -0.025
C 6.12940 -3.44605 -3.40702 -1.418
H 3.73693 -5.00513 0.84195 0.410
H 2.20709 -4.23128 0.95698 0.168
H 3.65390 -3.30610 1.33552 -0.260
H 2.91422 -4.32181 -1.46308 0.494
H 2.62593 -2.69091 -0.93173 -0.500
H 5.40747 -2.07827 0.36407 0.213
H 6.29493 -2.04984 -1.11414 0.418
H 4.51219 -0.59507 -2.10080 0.582
H 3.69606 -0.48408 -0.54649 -0.251
H 5.38136 0.09558 -0.81250 -0.706
H 4.38702 -2.36552 -3.12013 -0.016
H 4.04540 -4.01483 -3.09092 0.543
H 6.01121 -3.63416 -4.51924 0.400
H 6.61501 -4.30091 -2.92291 0.329
H 6.77574 -2.55502 -3.34653 0.256
C -5.58238 1.12269 -2.79636 -0.994
C -5.17407 1.03267 -4.26490 -0.459
N -4.58175 2.30336 -4.73037 0.835
C -3.83670 2.08768 -5.92567 -0.990
C -2.30803 1.93503 -5.65477 -0.288
C -5.64640 3.34996 -4.79800 -0.694
C -5.15924 4.67004 -4.36922 -1.169
H -5.94075 0.20066 -2.48462 0.479
H -6.37517 1.82747 -2.58741 0.534
H -4.67009 1.42522 -2.25642 -0.051
H -4.36856 0.27130 -4.20827 0.108
H -6.00414 0.61101 -4.89965 0.109
H -4.14220 1.14063 -6.40169 0.298
H -3.94382 2.96038 -6.58486 0.543
H -2.03423 2.68991 -4.90541 0.056
H -2.18502 0.93921 -5.17114 -0.293
H -1.65331 1.97433 -6.59396 0.418
H -6.49159 2.93619 -4.19292 0.357
H -5.98769 3.42822 -5.87817 0.377
H -4.79342 4.69780 -3.36294 0.215
H -5.91494 5.40700 -4.52910 0.487
H -4.29470 5.00079 -5.01638 0.203
C -2.92918 -9.64325 0.67200 -1.211
C -2.11902 -9.26270 1.87748 -0.597
N -2.09337 -7.79850 2.11344 0.313
C -2.90809 -7.46852 3.27583 -0.211
C -4.33435 -7.93895 3.40168 -1.613
C -0.75813 -7.21891 2.44304 -0.331
C 0.31384 -7.15601 1.32970 -1.056
H -2.61477 -9.12138 -0.23832 0.252
H -4.00864 -9.48320 0.89460 0.242
H -2.81496 -10.70522 0.50810 0.422
H -2.47864 -9.81526 2.78342 0.345
H -1.06006 -9.56425 1.86850 0.501
H -2.83488 -6.39946 3.39463 0.181
H -2.34023 -7.93365 4.11445 0.391
H -4.89146 -7.80786 2.49362 0.330
H -4.75310 -7.37311 4.24638 0.438
H -4.39360 -9.01048 3.66730 0.377
H -1.02696 -6.17935 2.78315 0.061
H -0.32424 -7.76716 3.27301 0.362
H 0.56937 -8.06238 0.79885 0.417
H 0.02576 -6.43202 0.54060 0.132
H 1.29239 -6.75687 1.69109 0.324
C -1.71980 -1.38949 4.33672 -0.441
C -2.84084 -2.07447 3.70633 -0.522
N -3.03342 -1.75524 2.24106 1.120
C -4.12056 -2.68183 1.66905 -0.395
C -3.69021 -4.07556 1.54658 -1.486
C -3.43636 -0.31686 2.14524 0.506
C -4.73925 0.16410 2.77747 -1.548
H -2.01568 -0.31084 4.55681 0.099
H -0.84940 -1.36056 3.73172 -0.644
H -1.52275 -1.86095 5.33426 0.577
H -2.59388 -3.14288 3.80579 0.112
H -3.71887 -1.95015 4.33075 0.358
H -5.00185 -2.63731 2.28859 0.336
H -4.25891 -2.23907 0.64224 0.276
H -4.29943 -4.61500 0.87213 0.560
H -2.71205 -4.16401 1.03037 0.120
H -3.57993 -4.56907 2.51498 0.316
H -3.55124 -0.14936 1.09684 0.130
H -2.63034 0.26934 2.46990 -0.551
H -4.71661 0.44361 3.88918 0.163
H -5.61606 -0.45723 2.55095 0.387
H -4.89484 1.20516 2.39668 0.356
C -1.64310 2.12035 -1.40247 -0.215
C -0.70812 2.01693 -0.24607 1.654
N 0.00353 0.73421 -0.25270 1.395
C 0.01240 0.09750 1.02806 0.736
C 0.42199 -1.31595 0.86968 0.046
C 1.30005 0.80059 -0.86100 0.727
C 1.40168 1.55509 -2.18722 -1.480
H -2.29151 1.21019 -1.46658 -1.129
H -1.11589 2.22204 -2.34133 0.183
H -2.37513 2.92662 -1.25197 0.503
H -0.01962 2.86465 -0.12000 -1.176
H -1.30486 2.18240 0.63996 -0.239
H 0.70224 0.63660 1.70907 -0.095
H -0.92401 0.14871 1.53933 -0.372
H -0.15187 -1.73557 0.03696 0.059
H 1.52105 -1.41044 0.58472 -0.999
H 0.26452 -1.83925 1.77801 0.179
H 1.63795 -0.15468 -1.15789 -0.504
H 1.98602 1.32452 -0.15194 0.129
H 1.17232 2.58769 -2.17304 -0.418
H 0.84454 1.05130 -2.97151 0.257
H 2.42551 1.51866 -2.50299 0.595
```